No. 1
A structure of composition C37H40BClCsF9N8O5S2 in a non-equilibrium geometry. Source: OMol25; level of theory: ωB97M-V with the def2-TZVPD basis set.

CARTESIAN COORDINATES (ANGSTROEM)
Cs: -1.5498 2.4786 -2.4708
C: -3.7705 4.6914 0.0295
C: -3.2940 4.1205 1.3270
C: -3.6653 4.4538 2.6480
C: -2.8932 3.6312 3.4445
C: -2.8530 3.5472 4.9367
N: -2.1369 2.8656 2.6237
N: -2.3765 3.1722 1.3314
B: -1.0714 1.8227 3.0180
N: -1.4795 0.3938 2.5610
N: -1.8245 0.1069 1.2818
C: -2.1651 -1.1678 1.2581
C: -2.6172 -1.8100 -0.0137
C: -2.0675 -1.7337 2.5469
C: -1.6214 -0.7007 3.3456
C: -1.3283 -0.7331 4.8112
N: 0.3359 2.2227 2.4940
N: 0.5820 2.4412 1.1796
C: 1.8524 2.7821 1.0830
C: 2.4594 3.0484 -0.2575
C: 2.4597 2.8105 2.3559
C: 1.4543 2.4442 3.2264
C: 1.5312 2.2895 4.7114
H: -4.4702 5.5128 0.1907
H: -2.9325 5.0696 -0.5544
H: -4.2653 3.9378 -0.5838
H: -4.3813 5.1922 2.9740
H: -3.5686 4.2582 5.3522
H: -3.1121 2.5495 5.2961
H: -1.8637 3.7851 5.3319
H: -1.0131 1.8015 4.2187
H: -2.4790 -1.1158 -0.8404
H: -2.0431 -2.7128 -0.2379
H: -3.6737 -2.0880 0.0377
H: -2.2883 -2.7438 2.8576
H: -1.5177 -1.7396 5.1887
H: -0.2899 -0.4801 5.0238
H: -1.9519 -0.0318 5.3676
H: 1.7235 2.8508 -1.0357
H: 2.7955 4.0846 -0.3489
H: 3.3200 2.3993 -0.4372
H: 3.4837 3.0414 2.6060
H: 2.5492 2.5079 5.0387
H: 0.8498 2.9666 5.2290
H: 1.2818 1.2771 5.0282
S: 1.8423 -0.2423 1.0368
C: 2.4085 -1.5999 0.3318
N: 3.1030 -2.5959 0.9487
C: 3.7016 -3.6510 0.1518
C: 4.2938 -3.0076 -1.0846
N: 3.2179 -2.3774 -1.8274
C: 3.2299 -2.4890 -3.2820
C: 3.0538 -3.9142 -3.7481
C: 1.8489 -4.5833 -3.5308
C: 1.7001 -5.9013 -3.9308
C: 2.7474 -6.5713 -4.5548
C: 3.9456 -5.9125 -4.7779
C: 4.0940 -4.5908 -4.3725
C: 2.1617 -1.8565 -1.1528
S: 0.7130 -1.5033 -1.8146
C: 3.1653 -2.7096 2.3933
C: 2.2897 -3.8388 2.8780
C: 0.9106 -3.7415 2.6912
C: 0.0794 -4.7708 3.0988
C: 0.6129 -5.9081 3.6974
C: 1.9818 -6.0076 3.8900
C: 2.8161 -4.9734 3.4788
H: 2.9688 -4.4147 -0.1343
H: 4.4790 -4.1329 0.7476
H: 4.7595 -3.7588 -1.7241
H: 5.0551 -2.2749 -0.7907
H: 4.1924 -2.1092 -3.6383
H: 2.4399 -1.8424 -3.6677
H: 1.0363 -4.0483 -3.0549
H: 0.7579 -6.4073 -3.7620
H: 2.6256 -7.6007 -4.8685
H: 4.7657 -6.4235 -5.2674
H: 5.0306 -4.0736 -4.5519
H: 2.8167 -1.7578 2.7956
H: 4.2047 -2.8568 2.7037
H: 0.4903 -2.8475 2.2411
H: -0.9894 -4.6799 2.9538
H: -0.0400 -6.7119 4.0141
H: 2.4034 -6.8898 4.3560
H: 3.8883 -5.0502 3.6260
O: 1.1782 -0.1004 -4.8269
Cl: 0.2172 0.9215 -4.4860
O: -0.1523 1.6583 -5.6677
O: -0.9721 0.3205 -3.9057
O: 0.7914 1.8240 -3.5058
F: -6.0440 5.3386 -5.0342
C: -5.3245 4.7418 -4.0549
F: -5.6576 3.4444 -4.0713
F: -5.7783 5.2418 -2.8946
C: -3.7659 4.9135 -4.1830
O: -3.1354 4.1828 -3.2895
C: -3.4243 6.4361 -4.0107
F: -2.1082 6.6496 -4.1547
F: -4.0483 7.2537 -4.8929
F: -3.7523 6.8742 -2.7874
C: -3.3449 4.4759 -5.6352
F: -2.0187 4.5694 -5.7846
F: -3.6773 3.1930 -5.8450
F: -3.8986 5.1875 -6.6430

Summary:
**HOMO**: -3.26 eV
**LUMO level**: 3.48 eV
**Frontier orbital gap**: 6.74 eV
**Charge**: -2
**Relative energy (zero: lowest compared OMol25 entry of this formula, charge and spin)**: 247.43 kJ/mol

Atomic partial charges in e from the Löwdin method, atoms 1 to 2: 1.372, -0.051



No. 2
A cluster of 3 separate species, C3H13N2O3 in total in a non-equilibrium geometry. Source: OMol25; level of theory: ωB97M-V with the def2-TZVPD basis set.

CARTESIAN COORDINATES (ANGSTROEM)
N: -1.7258 0.4979 -1.0677
C: -0.4614 1.2277 -0.7221
C: -0.4185 1.1602 0.8138
N: 0.7933 1.1071 1.3698
C: 2.0386 1.5174 0.7096
O: -1.4825 1.0421 1.3939
H: -2.0262 0.6159 -2.0300
H: -2.4463 0.7247 -0.3653
H: -1.5318 -0.5032 -0.9313
H: 0.3713 0.8043 -1.2740
H: -0.6558 2.2406 -1.0523
H: 0.8710 0.9451 2.3615
H: 2.5662 0.6429 0.3284
H: 2.6736 2.0074 1.4429
H: 1.8307 2.1896 -0.1052
H: 0.0224 -2.2919 -0.7920
H: -1.1209 -2.7273 -1.6832
O: -0.4648 -2.0226 -1.6043
H: -0.2676 -3.4832 1.0205
H: 1.1521 -3.0107 1.2368
O: 0.2825 -2.6841 0.9502

Summary:
**HOMO**: -13.81 eV
**LUMO level**: -2.96 eV
**Frontier orbital gap**: 10.85 eV
**Charge**: +1
**Relative energy (zero: lowest compared OMol25 entry of this formula, charge and spin)**: 58.28 kJ/mol

Atomic partial charges in e from the Löwdin method, atoms 1 to 2: 0.177, -0.041



No. 3
A structure of composition C38H51BaO3P2SSi in a non-equilibrium geometry. Source: OMol25; level of theory: ωB97M-V with the def2-TZVPD basis set.

CARTESIAN COORDINATES (ANGSTROEM)
Ba: -0.3488 1.0227 -3.1850
C: -2.7232 -1.6532 -2.7657
C: -1.2908 -2.1886 -2.7631
C: -1.0310 -2.9141 -1.4372
C: -1.1433 -3.1480 -3.9449
O: -0.3908 -1.0897 -2.8882
Si: 1.1842 -1.2545 -3.4354
S: 2.1768 0.4671 -3.1311
O: 1.1964 -1.8398 -4.9876
C: 0.9463 -0.8714 -5.9991
C: 0.0428 0.1938 -5.4221
C: 2.2847 -0.2487 -6.4004
C: 0.3098 -1.5633 -7.2003
O: 1.7103 -2.4996 -2.4801
C: 2.9238 -3.2023 -2.7300
C: 4.0186 -2.3305 -3.3490
C: 3.4240 -3.7195 -1.3781
C: 2.6522 -4.3556 -3.7078
H: -3.4099 -2.4735 -2.5574
H: -2.9734 -1.2301 -3.7421
H: -2.8374 -0.8579 -2.0227
H: -1.5987 -3.8429 -1.3929
H: -1.3108 -2.2648 -0.6046
H: 0.0262 -3.1463 -1.3574
H: -1.9120 -3.9200 -3.9166
H: -0.1654 -3.6244 -3.9425
H: -1.2485 -2.5984 -4.8816
H: 0.7026 0.7477 -4.7816
H: -0.7350 -0.3152 -4.8716
H: -0.3937 0.8433 -6.1709
H: 2.7120 0.2659 -5.5410
H: 2.1661 0.4644 -7.2156
H: 2.9870 -1.0310 -6.6950
H: -0.7135 -1.8619 -6.9664
H: 0.8830 -2.4530 -7.4676
H: 0.2849 -0.8898 -8.0567
H: 4.2405 -1.4766 -2.7140
H: 3.6982 -1.9780 -4.3247
H: 4.9334 -2.9101 -3.4864
H: 3.5873 -2.8712 -0.7104
H: 4.3549 -4.2752 -1.4907
H: 2.6705 -4.3629 -0.9209
H: 2.2481 -3.9408 -4.6284
H: 1.9278 -5.0595 -3.2917
H: 3.5776 -4.8825 -3.9439
C: -0.4094 4.2702 -2.0977
H: -0.4237 4.7402 -3.1042
H: 0.6239 3.8740 -1.9810
C: 0.3444 0.6568 3.1025
P: -0.1388 1.0313 1.2997
C: -1.9429 1.3122 1.4159
C: -2.7650 0.3693 2.0278
C: -4.1388 0.5432 2.0377
C: -4.7017 1.6492 1.4180
C: -3.8896 2.5604 0.7604
C: -2.5130 2.3952 0.7436
C: 0.5177 2.7440 1.2462
C: 1.6218 2.9783 0.4318
C: 2.2822 4.1959 0.4810
C: 1.8508 5.1854 1.3485
C: 0.7153 4.9813 2.1184
C: 0.0461 3.7721 2.0591
P: -0.1573 1.7780 4.5229
C: -1.7949 1.0697 4.9671
C: -1.9750 -0.2687 5.3118
C: -3.2283 -0.7369 5.6650
C: -4.3158 0.1265 5.6818
C: -4.1464 1.4557 5.3325
C: -2.8902 1.9258 4.9801
C: 0.8527 1.0301 5.8678
C: 0.3127 0.7327 7.1195
C: 1.1254 0.3168 8.1619
C: 2.4963 0.2161 7.9846
C: 3.0507 0.5599 6.7609
C: 2.2392 0.9737 5.7181
H: 1.4373 0.6978 3.0752
H: 0.0497 -0.3712 3.3324
H: -2.3342 -0.5028 2.5031
H: -4.7665 -0.1829 2.5368
H: -5.7747 1.7885 1.4436
H: -4.3225 3.4000 0.2344
H: -1.8865 3.0777 0.1736
H: 1.9457 2.2006 -0.2489
H: 3.1354 4.3770 -0.1590
H: 2.3893 6.1219 1.4139
H: 0.3515 5.7684 2.7661
H: -0.8562 3.6295 2.6325
H: -1.1280 -0.9438 5.3116
H: -3.3600 -1.7793 5.9256
H: -5.2946 -0.2438 5.9575
H: -4.9958 2.1254 5.3227
H: -2.7572 2.9623 4.6956
H: -0.7516 0.8245 7.2837
H: 0.6869 0.0722 9.1207
H: 3.1322 -0.1039 8.7997
H: 4.1230 0.5132 6.6217
H: 2.6851 1.2701 4.7765

Summary:
**HOMO (spin up / spin down)**: -0.37 / -0.37 eV
**LUMO level (spin up / spin down)**: 2.10 / 2.10 eV
**Frontier orbital gap (spin up / spin down)**: 2.47 / 2.47 eV
**Charge**: -1

Atomic partial charges in e from the Löwdin method, atoms 1 to 2: 1.314, -0.035



No. 4
The molecule C8H14N4O in a non-equilibrium geometry. Source: OMol25; level of theory: ωB97M-V with the def2-TZVPD basis set.

CARTESIAN COORDINATES (ANGSTROEM)
C: -0.5899 1.9448 -2.2833
O: -1.5607 0.8243 -2.3340
C: -0.9316 -0.4107 -2.8439
C: -1.5252 -1.6482 -1.9200
C: -0.6821 -1.9229 -0.5410
C: 0.1615 -0.5861 -0.0044
C: 0.9643 -1.0508 1.3463
C: 1.1428 0.1868 2.4660
N: -0.0692 0.8860 2.7566
N: 0.0745 1.8699 3.6009
C: 1.4139 2.0094 4.1070
N: 2.6215 1.2737 3.8434
N: 2.4792 0.3312 2.9531
H: 0.4823 1.5914 -1.9222
H: -1.0020 2.7461 -1.5006
H: -0.5577 2.3883 -3.3910
H: -1.2753 -0.5641 -3.9765
H: 0.2385 -0.3651 -2.8687
H: -2.6511 -1.3506 -1.6714
H: -1.6113 -2.6156 -2.6054
H: -1.4685 -2.1803 0.3191
H: -0.0115 -2.8747 -0.6596
H: 0.9677 -0.2425 -0.8066
H: -0.6235 0.2682 0.1474
H: 2.0276 -1.4510 0.9795
H: 0.4387 -1.9595 1.9145
H: 1.5469 2.9021 4.8946

Summary:
**HOMO**: -9.72 eV
**LUMO level**: -0.76 eV
**Frontier orbital gap**: 8.96 eV
**Charge**: 0
**SMILES string**: COCCCCCc1nncnn1
**Relative energy (zero: lowest compared OMol25 entry of this formula, charge and spin)**: 520.65 kJ/mol

Atomic partial charges in e from the Löwdin method, atoms 1 to 2: -0.127, -0.280



No. 5
A structure of composition C5H6O. Source: OMol25; level of theory: ωB97M-V with the def2-TZVPD basis set.

CARTESIAN COORDINATES (ANGSTROEM)
C: 1.0023 -1.3143 1.4170
C: 0.2982 -0.4254 0.4702
C: -0.9270 0.0819 0.2882
C: -0.3685 0.7487 -0.8921
C: -0.7334 1.5583 -1.8701
O: 0.9119 0.1746 -0.6433
H: 0.2915 -1.6227 2.1883
H: 1.8425 -0.8001 1.8948
H: 1.3880 -2.2058 0.9122
H: -1.8857 0.0165 0.7747
H: -1.7605 1.9060 -1.8860
H: -0.0592 1.8824 -2.6540

Summary:
**HOMO**: -8.78 eV
**LUMO level**: 1.05 eV
**Frontier orbital gap**: 9.84 eV
**Charge**: 0
**Relative energy (zero: lowest compared OMol25 entry of this formula, charge and spin)**: 184.23 kJ/mol

Atomic partial charges in e from the Löwdin method, atoms 1 to 2: -0.008, -0.315



No. 6
A cluster of 2 separate species, C4H12NO3 in total. Source: OMol25; level of theory: ωB97M-V with the def2-TZVPD basis set.

CARTESIAN COORDINATES (ANGSTROEM)
C: 0.9507 -1.0301 1.6471
C: 0.6994 -0.6533 0.2059
C: -0.6094 0.1027 0.0348
C: -0.9267 0.6521 -1.3338
O: -0.4942 -0.1575 -2.3568
O: -1.5104 1.6600 -1.5574
N: 0.7125 -1.9264 -0.6375
H: 0.6831 -0.2484 2.3438
H: 0.3941 -1.9217 1.9378
H: 1.9957 -1.2510 1.8453
H: 1.5372 -0.0796 -0.2011
H: -1.4275 -0.5486 0.3349
H: -0.6467 0.9348 0.7354
H: -0.6799 0.2844 -3.2057
H: 0.3956 -1.6340 -1.5735
H: 1.6783 -2.2327 -0.7518
H: 0.1474 -2.6680 -0.2220
H: -0.5502 4.1723 1.2264
H: -1.6069 3.2802 0.5523
O: -0.7423 3.2646 0.9758

Summary:
**HOMO**: -14.31 eV
**LUMO level**: -3.40 eV
**Frontier orbital gap**: 10.91 eV
**Charge**: +1
**Relative energy (zero: lowest compared OMol25 entry of this formula, charge and spin)**: 9.08 kJ/mol

Atomic partial charges in e from the Löwdin method, atoms 1 to 2: -0.028, -0.314



No. 7
The ion C8H11N4O2 with charge +1 in a non-equilibrium geometry. Source: OMol25; level of theory: ωB97M-V with the def2-TZVPD basis set.

CARTESIAN COORDINATES (ANGSTROEM)
C: 3.1109 1.5819 1.1169
C: 3.3229 1.0434 -0.2396
N: 3.4183 -0.2057 -0.4352
O: 3.6170 -0.9674 -1.3621
O: 2.7455 -0.9559 0.8709
N: 1.4963 -1.1818 0.7656
C: 0.8614 -0.5069 -0.0753
N: -0.5268 -0.6615 -0.1924
C: -1.0999 0.1795 -1.1825
C: -2.4548 0.4036 -1.2064
C: -3.1860 -0.3365 -0.2292
N: -4.4764 -0.3187 -0.3612
C: -2.6242 -1.1448 0.7729
C: -1.2358 -1.2837 0.7126
H: 3.5451 0.9128 1.9297
H: 3.5006 2.5359 1.1691
H: 2.0484 1.6656 1.2366
H: 3.9392 1.7012 -0.8187
H: 1.3270 0.1027 -0.8936
H: -0.4161 0.5016 -1.9646
H: -2.8977 1.0958 -1.8882
H: -4.9374 0.5103 -0.8409
H: -5.0424 -0.8366 0.2495
H: -3.2655 -1.6354 1.4915
H: -0.7694 -2.1993 1.3747

Summary:
**HOMO**: -12.67 eV
**LUMO level**: -3.98 eV
**Frontier orbital gap**: 8.69 eV
**Charge**: +1
**SMILES string**: C/C=[N+](/[O-])O/N=C/n1ccc(=[NH2+])cc1
**Relative energy (zero: lowest compared OMol25 entry of this formula, charge and spin)**: 686.01 kJ/mol

Atomic partial charges in e from the Löwdin method, atoms 1 to 2: -0.041, -0.112



No. 8
A structure of composition C18H38MoN3OPSSi in a non-equilibrium geometry. Source: OMol25; level of theory: ωB97M-V with the def2-TZVPD basis set.

CARTESIAN COORDINATES (ANGSTROEM)
Mo: 0.0662 0.1004 -0.8912
Si: 2.4252 0.7333 -1.1084
P: -0.5233 0.3448 -3.1560
N: 0.4204 -1.6894 -0.9319
H: -0.1558 1.7466 -0.3889
C: -2.3128 0.5922 -3.3462
H: -2.6018 0.8112 -4.3854
H: -2.5977 1.4295 -2.6994
H: -2.8468 -0.3162 -3.0359
C: 0.3556 1.5623 -4.2059
H: 0.0151 1.5002 -5.2533
H: 1.4334 1.3437 -4.1887
H: 0.1789 2.5746 -3.8110
C: -0.2542 -1.1767 -4.1332
H: -0.4791 -1.0156 -5.1981
H: -0.8932 -1.9819 -3.7625
H: 0.7871 -1.4975 -4.0403
C: 3.0162 2.5401 -1.1163
H: 2.9655 2.9417 -0.0934
H: 2.4047 3.1515 -1.7946
H: 4.0602 2.5654 -1.4582
H: 3.2256 0.0914 -0.0198
H: 2.9714 0.2170 -2.4046
C: 0.3115 -3.0210 -1.1135
C: -1.0688 -5.0090 -1.2283
C: -0.9202 -3.6782 -0.8651
C: 1.3934 -3.7421 -1.6793
C: 1.2280 -5.0731 -2.0185
C: 0.0025 -5.7208 -1.7939
H: -2.0318 -5.5041 -1.1037
H: -1.7474 -3.0953 -0.4562
H: 2.3118 -3.1910 -1.8932
H: 2.0444 -5.6167 -2.4924
H: -0.1309 -6.7709 -2.0965
C: -0.8276 3.2306 -0.7324
O: -1.0311 3.1807 -1.9956
C: -1.9834 3.1662 0.2309
H: -2.4528 4.1808 0.2345
H: -1.6732 2.8947 1.2612
H: -2.7550 2.4640 -0.1054
C: 0.2636 4.1559 -0.1989
H: -0.0134 5.1572 -0.5974
H: 1.2706 3.8699 -0.5592
H: 0.2637 4.2793 0.9064
C: 1.2848 1.9245 4.6437
C: -0.0606 1.4640 4.1274
N: 0.1006 0.8638 2.7764
C: -0.8049 -0.0412 2.3442
S: -1.6131 0.1332 0.8149
N: -1.1808 -1.0586 3.1491
C: -0.2427 -1.7661 4.0574
C: -0.9917 -2.2780 5.2633
H: 1.9883 1.0827 4.6614
H: 1.1611 2.2946 5.6656
H: 1.6950 2.7303 4.0234
H: -0.4864 0.6781 4.7580
H: -0.7980 2.2913 4.1107
H: 0.4613 1.5017 2.0551
H: -1.8806 -1.6587 2.7100
H: 0.2190 -2.5972 3.5013
H: 0.5411 -1.0539 4.3233
H: -1.5887 -3.1575 5.0205
H: -0.2720 -2.5649 6.0264
H: -1.6458 -1.5135 5.6876

Summary:
**HOMO (spin up / spin down)**: -6.30 / -7.21 eV
**LUMO level (spin up / spin down)**: -0.06 / -0.20 eV
**Spin multiplicity**: 3
**Frontier orbital gap (spin up / spin down)**: 6.24 / 7.01 eV
**Charge**: 0

Atomic partial charges in e from the Löwdin method, atoms 1 to 2: 0.654, 0.401



No. 9
A structure of composition C8H9CoI2NO7SSc in a non-equilibrium geometry. Source: OMol25; level of theory: ωB97M-V with the def2-TZVPD basis set.

CARTESIAN COORDINATES (ANGSTROEM)
I: 2.1252 2.5989 -1.6477
I: -2.5953 0.7976 2.2597
Sc: 0.1078 0.8251 1.6070
Co: 1.3694 0.5280 -0.5223
S: -0.6885 0.8589 -0.9582
C: 2.0738 -0.8957 -1.1462
C: 2.6136 0.8094 0.7637
C: -1.5454 -0.6921 -1.5464
C: -3.0333 -0.4928 -1.3054
C: -1.0485 -1.9266 -0.8226
C: -1.2244 -0.7381 -3.0450
C: 1.6205 0.8457 3.5505
C: 0.3516 -1.4030 2.3649
O: 3.7319 0.8831 1.0882
O: 2.6562 -1.7417 -1.6920
O: 2.2242 0.2122 4.3195
O: 0.3198 -2.4999 2.6989
H: -3.5773 -1.3546 -1.7092
H: -3.3940 0.4118 -1.7996
H: -3.2507 -0.4021 -0.2355
H: -1.5972 -2.7926 -1.2150
H: -1.2230 -1.8619 0.2556
H: 0.0162 -2.0934 -0.9883
H: -1.7461 -1.5798 -3.5158
H: -0.1480 -0.8578 -3.2179
H: -1.5437 0.1919 -3.5318
O: 2.1340 2.8307 3.7083
N: 1.9012 3.0826 2.4871
O: 2.6961 3.6511 1.7630
O: 0.6741 2.8053 2.0324

Summary:
**HOMO (spin up / spin down)**: -23.93 / -23.86 eV
**LUMO level (spin up / spin down)**: -18.60 / -20.00 eV
**Spin multiplicity**: 5
**Frontier orbital gap (spin up / spin down)**: 5.33 / 3.85 eV
**Charge**: +4
**Relative energy (zero: lowest compared OMol25 entry of this formula, charge and spin)**: 0.00 kJ/mol

Atomic partial charges in e from the Löwdin method, atoms 1 to 2: 1.509, 1.083



The highest charge belongs to which entry?
C8H9CoI2NO7SSc



Which value of charge does entry 8 give?
0



Number 9 is which compound?
C8H9CoI2NO7SSc



Which of these has the lowest charge?
C37H40BClCsF9N8O5S2